C3H4EuO4 | ωB97M-V/def2-TZVPD

Last column: natural (NBO) charge in e.
Atoms and positions in Å:
C (-0.81490, -0.36446, 0.09080)  1.049
O (-1.60353, -1.01386, 0.75990)  -0.828
O (-0.52975, 0.90807, 0.31670)  -0.430
C (0.38455, 1.29080, -0.66719)  -0.026
O (-0.65868, -0.51971, -1.33216)  -0.415
C (0.07189, 0.54408, -1.75998)  0.125
Eu (-3.22505, -1.24668, 2.75836)  1.964
H (0.54458, 0.48765, -2.73721)  0.267
H (0.74031, 2.31404, -0.60379)  0.263
O (1.53609, -1.12635, 0.90669)  -0.949
H (1.60979, -0.97922, 1.85446)  0.484
H (1.94470, -0.29436, 0.41342)  0.497

Atoms 1-2, force components in eV/Å:
-2.026 2.203 -4.058
-0.535 -0.861 1.455

The value obtained for the HOMO-LUMO gap (alpha / beta) is 6.35 / 6.60 eV. The spin multiplicity is 8. As for the net charge: +2.

***

C3H4F2 | ωB97M-V/def2-TZVPD

Last column: natural (NBO) charge in e.
Atoms and positions in Å:
C (0.33484, -0.26810, 0.67212)  -0.518
C (-0.17225, 0.61530, -0.54721)  -0.484
C (0.69086, 1.09798, 0.56873)  0.768
F (0.54884, 2.08503, 1.40689)  -0.259
F (2.56168, 1.27489, -0.10986)  -0.580
H (-0.23721, -0.72750, 1.49556)  0.251
H (1.17246, -0.89776, 0.38417)  0.277
H (0.38271, 0.33676, -1.52192)  0.296
H (-1.20112, 0.97605, -0.30481)  0.248

Atoms 1-2, force components in eV/Å:
0.871 -1.313 0.284
1.059 0.004 1.129

The value obtained for the HOMO-LUMO gap is 11.24 eV. As for the net charge: 0.

***

C3H4F2O | ωB97M-V/def2-TZVPD

Last column: natural (NBO) charge in e.
Atoms and positions in Å:
C (1.07440, -0.36577, -0.13007)  -0.095
C (-0.27957, -0.15666, 0.50536)  -0.427
C (-1.35064, -0.13297, -0.21419)  0.746
H (0.78442, 1.83392, 0.22179)  0.450
H (1.93105, -0.79546, 0.58566)  0.194
H (0.97221, -0.89944, -0.99588)  0.195
H (-0.78830, -0.16202, 1.64696)  0.260
O (1.60869, 0.99765, -0.43902)  -0.707
F (-2.56065, 0.19889, 0.29435)  -0.315
F (-1.39160, -0.51813, -1.47496)  -0.301

Atoms 1-2, force components in eV/Å:
2.192 2.883 4.701
-0.625 -0.825 4.029

The value obtained for the HOMO-LUMO gap is 10.47 eV. As for the net charge: 0.

***

C3H4F3NO | ωB97M-V/def2-TZVPD

Last column: natural (NBO) charge in e.
Atoms and positions in Å:
C (1.14722, 0.55299, 0.77299)  -0.134
C (-0.72666, -0.17841, 0.07488)  0.149
C (0.94867, -0.56131, -0.23610)  0.670
N (-1.52104, 0.21563, -1.05174)  -0.223
O (-0.24709, 0.75409, 1.00801)  -0.528
F (1.39989, -1.72328, 0.20475)  -0.313
F (1.24086, -0.41888, -1.57268)  -0.327
F (-2.79973, -0.16939, -0.95240)  -0.222
H (1.65770, -0.03860, 1.57013)  0.200
H (1.60477, 1.37334, 0.44737)  0.194
H (-1.28901, -1.06304, 0.65858)  0.190
H (-1.41558, 1.25686, -0.92378)  0.344

Atoms 1-2, force components in eV/Å:
-0.945 -4.343 1.342
0.815 -5.251 1.049

The value obtained for the HOMO-LUMO gap is 10.92 eV. As for the net charge: 0. Its SMILES is FN[C@@H]1OCC1(F)F.

***

C3H4F3NO2S | ωB97M-V/def2-TZVPD

Last column: natural (NBO) charge in e.
Atoms and positions in Å:
C (0.40673, 0.02113, 0.91342)  0.393
C (1.37997, 0.45023, 0.13733)  0.410
C (-2.14555, -0.04098, -0.99351)  0.608
N (1.68502, -0.19645, -1.04098)  -0.823
O (-0.08995, 0.73865, 1.98722)  -0.686
O (-0.36760, -0.94541, 0.40164)  -0.683
F (2.23721, 1.44251, 0.53553)  -0.332
F (-3.00323, -0.14121, -0.00754)  -0.305
F (-2.10398, -1.18351, -1.60975)  -0.300
S (-1.33131, 1.26943, -1.45934)  -0.042
H (2.55120, -0.56403, -1.17435)  0.371
H (1.01204, -0.95752, -1.09283)  0.392
H (-0.87977, -1.19260, 1.14862)  0.498
H (0.64922, 1.29975, 2.25456)  0.499

Atoms 1-2, force components in eV/Å:
0.342 2.337 0.244
1.964 -0.130 0.239

The value obtained for the HOMO-LUMO gap is 8.41 eV. As for the net charge: 0. Its SMILES is NC(F)=C(O)O.FC(F)=S.

***

C3H4F3NO3S | ωB97M-V/def2-TZVPD

Last column: natural (NBO) charge in e.
Atoms and positions in Å:
C (-1.56618, -0.98406, -0.79755)  -0.663
C (-0.15322, -0.69455, -1.18405)  0.115
C (0.73437, -0.83895, 0.15225)  0.700
N (1.64028, 2.37554, 1.87784)  0.028
O (2.69458, 1.84901, 2.07003)  -0.159
O (-0.90160, 1.51354, 1.64696)  -0.898
O (0.19435, 2.26457, -0.37465)  -0.908
F (0.15802, -1.66006, -2.09241)  -0.347
F (2.06935, -0.95253, -0.02311)  -0.304
F (0.25358, -1.60176, 1.11660)  -0.294
S (0.33008, 1.59199, 0.88776)  1.792
H (-1.80616, -0.13627, -0.01644)  0.239
H (-2.36065, -1.18258, -1.49906)  0.251
H (-1.45783, -1.79623, -0.10808)  0.225
H (0.17101, 0.25235, -1.65608)  0.222

Atoms 1-2, force components in eV/Å:
-0.150 2.747 3.484
0.728 -0.028 0.329

The value obtained for the HOMO-LUMO gap (alpha / beta) is 7.33 / 7.33 eV. As for the net charge: 0.

***

C3H4FN | ωB97M-V/def2-TZVPD

Last column: natural (NBO) charge in e.
Atoms and positions in Å:
C (0.16429, 2.15599, 0.03247)  -0.348
C (0.77786, -1.91798, -0.09287)  -0.088
C (-0.88981, -0.13512, -0.00764)  0.593
N (-0.19303, -1.14074, 0.12411)  -0.413
F (-2.17743, -0.00780, 0.34101)  -0.317
H (0.06600, 2.74656, -0.86314)  0.104
H (-0.30173, 2.65487, 0.89489)  0.103
H (0.84259, -2.68084, -0.78116)  0.186
H (1.71127, -1.67494, 0.35232)  0.180

Atoms 1-2, force components in eV/Å:
0.293 -1.097 0.861
1.337 1.315 1.394

The value obtained for the HOMO-LUMO gap (alpha / beta) is 7.87 / 6.94 eV. As for the net charge: 0.

***

C3H4FN3O2 | ωB97M-V/def2-TZVPD

Last column: natural (NBO) charge in e.
Atoms and positions in Å:
C (-1.43227, 0.72684, 1.17848)  0.221
C (1.48503, -1.18759, 0.29866)  0.135
C (-0.52835, 0.14623, 0.24122)  0.092
N (-2.25318, 1.34140, 1.71455)  -0.202
N (0.27232, -0.81940, 0.51211)  -0.015
N (-0.80410, 0.28045, -1.17123)  0.507
O (-1.80549, 0.86778, -1.53375)  -0.331
O (-0.06588, -0.27342, -1.96464)  -0.389
F (-0.76733, -2.18856, 0.99006)  -0.485
H (1.77512, -2.18554, 0.48021)  0.241
H (2.17565, -0.46960, -0.02977)  0.224
H (0.88019, 2.05208, -0.71747)  0.034
H (1.06829, 1.70933, 0.00157)  -0.033

Atoms 1-2, force components in eV/Å:
-0.615 0.776 -0.346
-3.048 0.283 0.718

The value obtained for the HOMO-LUMO gap (alpha / beta) is 7.98 / 7.93 eV. As for the net charge: 0.

***

For reference, molecular weight by record: 256.0 78.1 94.1 127.1 175.1 191.1 73.1 133.1 g mol⁻¹.
For reference, energy by record: -30675.868 -8606.959 -10654.191 -14861.562 -27746.569 -29789.941 -7375.339 -14449.576 eV.